{"formula": "C4H12N3Si", "method": "ωB97M-V/def2-TZVPD", "smiles": "CC[Si](C)(C)N=[N+]=N", "spin_multiplicity": 1, "e_homo_ev": -13.80, "e_tot_ev": -16680.82493, "de_lowest_kj_mol": 52.14, "homo_lumo_gap_ev": 8.991, "charge": 1, "symbols": ["Si", "N", "N", "N", "C", "C", "C", "C", "H", "H", "H", "H", "H", "H", "H", "H", "H", "H", "H", "H"], "positions_angstrom": [[-0.178, 0.255, 0.083], [-3.341, -1.669, -1.275], [-1.916, -0.147, -0.442], [-2.615, -1.006, -0.713], [-0.025, -1.181, 1.457], [1.250, -0.204, -1.178], [2.479, 0.551, -0.648], [-0.545, 2.015, 0.658], [2.838, 1.260, -1.436], [0.360, 2.631, 0.694], [0.783, 0.232, -2.078], [2.160, 1.104, 0.243], [0.887, -0.963, 2.069], [-0.126, -2.215, 1.086], [1.454, -1.379, -1.240], [-0.865, 2.005, 1.769], [-3.656, -2.620, -1.164], [-1.364, 2.504, 0.320], [3.304, -0.050, -0.441], [-0.885, -1.122, 2.237]], "atomic_forces_ev_per_a": [[1.2685, -1.9082, 1.6583], [-3.1011, -2.3615, -2.2987], [-0.1079, -0.1359, 0.5666], [2.7390, 2.2846, 0.5799], [-1.7282, 1.6888, 1.2671], [-1.6679, -1.3747, 0.4169], [-1.3390, 1.8910, -1.4289], [2.5274, -1.7694, 3.5005], [-0.3791, -0.2820, 0.8708], [-0.2633, 0.0993, -0.3917], [1.0262, -0.5650, -0.3208], [0.8061, 0.2579, 0.0246], [-0.5039, -0.6144, -0.7249], [0.6852, 0.5299, -0.1840], [-0.9069, 2.6688, -0.0570], [0.7800, -0.6184, -1.3172], [0.0195, -0.2356, 0.5678], [-2.2492, 1.4763, -2.1242], [1.1177, -1.2548, 0.6281], [1.2769, 0.2232, -1.2330]], "nbo_charge": [1.636, -0.300, -0.279, 0.410, -1.092, -0.832, -0.612, -1.131, 0.240, 0.269, 0.237, 0.187, 0.266, 0.249, 0.269, 0.279, 0.456, 0.264, 0.238, 0.246]}